(1)
{
  "formula": "C56H67BrF3IN2OPSSi3Tl",
  "method": "the ωB97M-V functional and the def2-TZVPD basis",
  "species": ["Tl", "C", "C", "C", "C", "C", "C", "C", "Br", "C", "O", "C", "C", "C", "C", "C", "C", "H", "H", "H", "H", "H", "H", "H", "H", "H", "H", "H", "H", "H", "H", "H", "H", "H", "H", "H", "H", "C", "Si", "C", "C", "C", "Si", "C", "C", "C", "Si", "C", "C", "C", "C", "C", "C", "C", "N", "H", "H", "H", "H", "H", "H", "H", "H", "H", "H", "H", "H", "H", "H", "H", "H", "H", "H", "H", "H", "H", "H", "H", "H", "H", "H", "H", "H", "F", "C", "F", "F", "C", "C", "C", "C", "N", "C", "S", "H", "H", "H", "I", "C", "C", "C", "C", "C", "C", "C", "C", "C", "P", "C", "C", "C", "C", "C", "C", "C", "C", "C", "C", "C", "C", "C", "H", "H", "H", "H", "H", "H", "H", "H", "H", "H", "H", "H", "H", "H", "H", "H"],
  "positions_angstrom": [[-0.972, 0.375, 1.229], [-1.679, -3.229, -5.812], [-0.169, -3.405, -5.558], [0.604, -2.564, -6.580], [0.196, -4.880, -5.767], [0.095, -2.945, -4.130], [0.271, -1.480, -3.891], [0.299, -1.085, -2.397], [-0.870, 0.441, -2.108], [0.084, -2.113, -1.294], [0.113, -1.714, -0.144], [0.055, -3.507, -1.695], [0.037, -3.816, -3.080], [0.106, -4.690, -0.730], [1.414, -5.461, -0.978], [-1.092, -5.623, -0.998], [0.055, -4.305, 0.758], [-1.929, -3.570, -6.820], [-1.980, -2.183, -5.722], [-2.259, -3.812, -5.094], [0.348, -2.897, -7.588], [1.684, -2.677, -6.454], [0.357, -1.505, -6.509], [0.130, -5.124, -6.828], [-0.486, -5.547, -5.236], [1.214, -5.088, -5.430], [-0.468, -0.923, -4.468], [-0.068, -4.867, -3.315], [1.508, -5.794, -2.014], [1.439, -6.344, -0.335], [2.282, -4.840, -0.741], [-1.014, -6.144, -1.954], [-2.030, -5.065, -0.983], [-1.135, -6.380, -0.213], [0.833, -3.599, 1.037], [0.179, -5.213, 1.353], [-0.907, -3.858, 1.015], [-3.299, 2.549, -2.223], [-2.683, 3.370, -0.646], [-0.842, 3.709, -0.819], [-3.581, 5.023, -0.599], [-3.031, 2.419, 0.923], [-4.415, 1.148, 0.942], [-4.141, -0.344, -0.158], [-4.728, 0.519, 2.680], [-5.972, 2.011, 0.344], [-2.803, 3.398, 2.477], [-1.578, 4.819, 2.404], [-4.449, 4.176, 2.946], [-2.202, 2.409, 3.990], [-2.556, 2.858, 5.262], [-2.073, 2.208, 6.387], [-1.245, 1.112, 6.216], [-0.928, 0.723, 4.927], [-1.383, 1.348, 3.841], [-4.236, 3.001, -2.557], [-3.464, 1.479, -2.111], [-2.561, 2.676, -3.020], [-0.593, 3.940, -1.860], [-0.241, 2.844, -0.521], [-0.535, 4.560, -0.205], [-3.311, 5.596, -1.492], [-3.339, 5.633, 0.272], [-4.666, 4.876, -0.612], [-3.250, -0.910, 0.123], [-4.057, -0.093, -1.214], [-4.993, -1.020, -0.037], [-3.799, 0.404, 3.242], [-5.197, -0.468, 2.646], [-5.385, 1.190, 3.239], [-5.867, 2.385, -0.679], [-6.223, 2.856, 0.992], [-6.814, 1.312, 0.365], [-1.886, 5.598, 1.704], [-0.580, 4.486, 2.117], [-1.513, 5.269, 3.400], [-4.946, 4.556, 2.050], [-4.303, 5.022, 3.624], [-5.123, 3.462, 3.425], [-3.213, 3.714, 5.366], [-2.339, 2.551, 7.379], [-0.851, 0.563, 7.062], [-0.279, -0.131, 4.753], [-2.058, -3.718, 5.075], [-1.028, -4.244, 4.397], [-0.428, -5.120, 5.241], [-1.530, -4.977, 3.394], [-0.048, -3.204, 3.923], [1.260, -3.274, 4.359], [2.187, -2.325, 3.945], [1.736, -1.332, 3.104], [0.477, -1.243, 2.682], [-0.452, -2.152, 3.060], [-2.052, -1.964, 2.446], [1.556, -4.070, 5.027], [3.215, -2.349, 4.278], [2.409, -0.563, 2.748], [1.546, 2.440, 2.399], [2.646, 3.825, 1.259], [2.456, 5.125, 1.630], [3.291, 6.151, 1.127], [4.340, 5.812, 0.320], [4.543, 4.462, -0.075], [5.674, 4.125, -0.859], [5.917, 2.819, -1.194], [4.960, 1.841, -0.858], [3.810, 2.141, -0.168], [2.435, 0.867, -0.142], [2.332, 0.561, -1.962], [2.395, 1.611, -2.787], [2.110, 1.522, -4.224], [1.802, 0.378, -4.826], [1.717, -0.905, -4.064], [1.832, -0.738, -2.523], [3.429, -0.494, 0.627], [3.287, -1.854, 0.353], [4.029, -2.808, 1.042], [4.912, -2.428, 2.039], [5.040, -1.081, 2.350], [4.304, -0.132, 1.658], [3.641, 3.446, 0.334], [1.683, 5.376, 2.345], [3.126, 7.176, 1.430], [5.051, 6.559, -0.014], [6.342, 4.919, -1.169], [6.801, 2.541, -1.754], [5.121, 0.824, -1.195], [2.686, 2.586, -2.409], [2.182, 2.435, -4.805], [1.635, 0.345, -5.898], [2.408, -1.639, -4.483], [2.406, -1.570, -2.116], [2.568, -2.197, -0.372], [3.900, -3.857, 0.802], [5.486, -3.173, 2.575], [5.717, -0.762, 3.134], [4.419, 0.912, 1.926]],
  "energy_ha": -7310.73236,
  "e_homo_ev": [-7.05, -6.52],
  "e_above_lowest_kcal_mol": 1.5
}


(2)
{
  "formula": "C56H69N7O9S",
  "method": "the ωB97M-V functional and the def2-TZVPD basis",
  "species": ["C", "C", "C", "C", "C", "C", "C", "C", "C", "C", "C", "C", "C", "C", "C", "C", "C", "C", "C", "C", "N", "S", "N", "C", "C", "C", "C", "C", "N", "C", "C", "C", "C", "C", "C", "C", "O", "H", "H", "H", "H", "H", "H", "H", "H", "H", "H", "H", "H", "H", "H", "H", "H", "H", "H", "H", "H", "H", "H", "H", "H", "H", "H", "H", "H", "H", "H", "H", "H", "H", "H", "H", "H", "H", "H", "H", "H", "H", "H", "H", "H", "H", "H", "H", "H", "H", "C", "C", "C", "C", "C", "C", "N", "O", "O", "H", "H", "H", "H", "H", "C", "C", "C", "C", "C", "C", "N", "O", "O", "H", "H", "H", "H", "H", "C", "C", "C", "C", "C", "C", "N", "O", "O", "H", "H", "H", "H", "H", "C", "C", "C", "C", "C", "C", "N", "O", "O", "H", "H", "H", "H", "H"],
  "positions_angstrom": [[2.234, -0.162, 5.301], [2.092, -1.126, 4.027], [2.207, -0.395, 2.595], [1.712, 1.132, 2.563], [2.911, 2.199, 2.405], [3.839, 1.973, 1.116], [3.352, 2.752, -0.213], [2.931, 1.738, -1.433], [1.363, 1.952, -1.714], [0.627, 0.615, -2.296], [-0.648, 0.176, -1.438], [-1.618, 1.300, -0.919], [-2.891, 1.071, -0.068], [-3.742, 2.359, 0.346], [-4.132, 2.428, 1.908], [-5.745, 2.271, 2.080], [-6.108, 1.129, 3.172], [-7.197, 0.151, 2.510], [-7.533, -1.117, 3.464], [-3.222, -0.416, 0.321], [-4.331, -0.851, 1.122], [-4.208, -2.570, 1.216], [-2.767, -2.804, 0.303], [-2.241, -1.565, -0.204], [-0.956, -1.321, -1.104], [-0.071, -2.549, -1.611], [1.378, -2.672, -0.929], [1.412, -3.526, 0.431], [0.656, -4.812, 0.371], [1.040, -5.713, 1.521], [0.553, -5.122, 2.950], [1.613, -4.713, 4.039], [1.152, -4.154, 5.438], [-0.368, -3.961, 5.810], [-1.407, -4.338, 4.699], [-0.940, -4.905, 3.328], [-1.932, -5.240, 2.360], [3.263, 0.330, 5.418], [2.104, -0.837, 6.237], [1.375, 0.611, 5.384], [2.983, -1.868, 4.083], [1.152, -1.790, 4.039], [3.265, -0.567, 2.203], [1.503, -0.977, 1.879], [1.042, 1.444, 3.432], [1.061, 1.248, 1.607], [2.488, 3.271, 2.454], [3.583, 2.089, 3.338], [4.881, 2.402, 1.387], [4.010, 0.882, 0.825], [4.239, 3.403, -0.575], [2.516, 3.477, 0.070], [3.568, 2.022, -2.359], [3.184, 0.659, -1.152], [1.184, 2.827, -2.453], [0.897, 2.298, -0.716], [0.229, 0.924, -3.339], [1.361, -0.244, -2.468], [-1.367, 2.389, -1.208], [-3.076, 3.283, 0.133], [-4.639, 2.462, -0.366], [-3.891, 3.505, 2.261], [-3.541, 1.710, 2.577], [-6.250, 3.281, 2.301], [-6.147, 1.904, 1.075], [-6.570, 1.678, 4.078], [-5.163, 0.604, 3.544], [-8.134, 0.793, 2.303], [-6.874, -0.282, 1.498], [-8.538, -0.890, 3.991], [-7.590, -2.089, 2.844], [-6.689, -1.192, 4.245], [0.066, -2.496, -2.757], [-0.676, -3.509, -1.411], [2.049, -3.241, -1.686], [1.901, -1.648, -0.792], [1.031, -2.932, 1.333], [2.526, -3.793, 0.619], [-0.363, -4.678, 0.487], [0.548, -6.753, 1.436], [2.184, -5.895, 1.545], [2.722, -4.837, 3.791], [1.985, -3.881, 6.186], [-0.701, -3.564, 6.839], [-2.518, -4.188, 4.967], [-2.827, -5.138, 2.756], [0.178, -4.025, -7.042], [0.429, -3.303, -8.206], [0.745, -1.951, -8.132], [0.810, -1.331, -6.885], [0.552, -2.047, -5.717], [0.235, -3.399, -5.801], [1.167, 0.086, -6.799], [1.369, 0.690, -7.846], [1.246, 0.586, -5.687], [-0.063, -5.082, -7.104], [0.382, -3.797, -9.171], [0.938, -1.400, -9.046], [0.597, -1.571, -4.743], [0.035, -3.966, -4.897], [2.397, 3.012, -9.690], [2.347, 4.403, -9.671], [3.014, 5.138, -10.645], [3.727, 4.469, -11.638], [3.788, 3.076, -11.659], [3.119, 2.349, -10.679], [4.411, 5.238, -12.681], [4.351, 6.459, -12.620], [4.999, 4.617, -13.555], [1.870, 2.441, -8.931], [1.784, 4.914, -8.897], [2.967, 6.221, -10.618], [4.344, 2.548, -12.426], [3.158, 1.265, -10.687], [-10.190, -1.213, 9.788], [-8.860, -1.541, 9.544], [-8.231, -1.090, 8.388], [-8.945, -0.307, 7.483], [-10.280, 0.018, 7.717], [-10.901, -0.439, 8.875], [-8.281, 0.191, 6.276], [-7.115, -0.130, 6.094], [-8.929, 0.903, 5.521], [-10.676, -1.562, 10.694], [-8.311, -2.146, 10.259], [-7.194, -1.353, 8.210], [-10.844, 0.623, 7.015], [-11.939, -0.189, 9.068], [10.021, 4.550, 0.512], [10.365, 3.364, 1.154], [9.693, 2.185, 0.850], [8.678, 2.205, -0.106], [8.323, 3.390, -0.747], [8.999, 4.565, -0.434], [7.984, 0.961, -0.449], [8.309, -0.056, 0.148], [7.121, 1.010, -1.315], [10.552, 5.467, 0.748], [11.161, 3.359, 1.892], [9.971, 1.268, 1.358], [7.531, 3.414, -1.488], [8.733, 5.492, -0.930]],
  "energy_ha": -3633.07283,
  "smiles": "CCCCCCCCCCc1cc(CCCCCC)c2nsnc2c1CCCNCc1ccccc1O.O=[N+]([O-])c1ccccc1.O=[N+]([O-])c1ccccc1.O=[N+]([O-])c1ccccc1.O=[N+]([O-])c1ccccc1",
  "e_homo_ev": -7.95,
  "e_above_lowest_kcal_mol": 197.3
}


(3)
{
  "formula": "C56H76N4O30",
  "method": "the ωB97M-V functional and the def2-TZVPD basis",
  "species": ["C", "C", "O", "N", "C", "C", "O", "C", "C", "N", "C", "C", "C", "O", "C", "C", "N", "C", "C", "C", "C", "O", "O", "C", "C", "C", "O", "N", "C", "C", "C", "C", "C", "C", "H", "H", "H", "H", "H", "H", "H", "H", "H", "H", "H", "H", "H", "H", "H", "H", "H", "H", "H", "H", "H", "H", "H", "H", "H", "H", "H", "H", "C", "C", "C", "O", "C", "O", "O", "H", "H", "H", "H", "H", "H", "C", "C", "C", "O", "C", "O", "O", "H", "H", "H", "H", "H", "H", "C", "C", "C", "O", "C", "O", "O", "H", "H", "H", "H", "H", "H", "C", "C", "C", "O", "C", "O", "O", "H", "H", "H", "H", "H", "H", "C", "C", "C", "O", "C", "O", "O", "H", "H", "H", "H", "H", "H", "C", "C", "C", "O", "C", "O", "O", "H", "H", "H", "H", "H", "H", "C", "C", "C", "O", "C", "O", "O", "H", "H", "H", "H", "H", "H", "C", "C", "C", "O", "C", "O", "O", "H", "H", "H", "H", "H", "H"],
  "positions_angstrom": [[0.024, 3.061, 7.093], [-0.526, 2.503, 5.706], [0.198, 1.707, 5.149], [-1.828, 2.909, 5.220], [-2.908, 2.741, 6.196], [-3.990, 1.597, 5.954], [-3.025, 3.370, 7.225], [-1.896, 4.147, 4.414], [-3.474, 4.450, 4.389], [-4.610, 4.591, 4.339], [-1.355, 5.475, 5.013], [0.302, 5.614, 4.964], [0.869, 6.779, 3.907], [0.820, 6.859, 5.517], [-1.623, 3.879, 2.838], [-1.971, 5.272, 2.174], [-2.015, 6.263, 1.595], [-2.821, 2.931, 2.300], [-2.426, 2.078, 0.995], [-3.805, 1.396, 0.505], [-4.527, 2.396, -0.479], [-5.668, 2.778, -0.287], [-3.890, 2.906, -1.620], [-0.191, 3.347, 2.500], [0.401, 3.770, 1.103], [1.978, 3.536, 1.024], [2.705, 3.537, 1.990], [2.493, 3.380, -0.332], [3.517, 2.333, -0.290], [3.165, 1.018, 0.320], [4.167, -0.057, 0.427], [5.539, 0.175, -0.074], [5.860, 1.459, -0.709], [4.863, 2.566, -0.835], [-0.471, 4.026, 7.394], [1.141, 3.106, 7.119], [-0.297, 2.309, 7.880], [-3.480, 0.842, 5.283], [-4.875, 2.048, 5.419], [-4.252, 1.114, 6.927], [-1.494, 5.453, 6.139], [-1.778, 6.442, 4.658], [0.935, 4.646, 5.067], [0.845, 7.895, 3.983], [-0.181, 6.755, 3.418], [-3.129, 2.167, 3.062], [-3.688, 3.550, 1.917], [-2.149, 2.801, 0.179], [-1.652, 1.296, 1.199], [-3.616, 0.403, 0.021], [-4.466, 1.316, 1.414], [-3.645, 3.843, -1.431], [-0.207, 2.213, 2.501], [0.613, 3.592, 3.251], [-0.020, 3.156, 0.250], [0.266, 4.858, 0.840], [1.735, 3.163, -0.982], [2.132, 0.849, 0.709], [3.836, -1.011, 0.932], [6.274, -0.662, 0.061], [6.890, 1.635, -1.102], [5.176, 3.528, -1.303], [4.536, -0.273, 5.962], [3.670, -1.039, 4.990], [3.525, -2.499, 5.316], [3.273, -3.068, 4.032], [3.867, -2.250, 3.119], [4.016, -2.519, 1.966], [4.271, -1.088, 3.694], [4.051, -0.186, 6.936], [5.504, -0.762, 6.096], [4.742, 0.729, 5.580], [2.695, -0.550, 4.890], [2.699, -2.699, 5.998], [4.438, -2.948, 5.719], [-9.045, -1.011, 1.016], [-7.769, -0.543, 1.678], [-6.554, -0.642, 0.802], [-5.503, -0.786, 1.761], [-6.057, -1.372, 2.861], [-5.432, -1.808, 3.777], [-7.414, -1.397, 2.770], [-9.347, -0.327, 0.221], [-8.924, -2.010, 0.592], [-9.852, -1.077, 1.749], [-7.900, 0.470, 2.073], [-6.403, 0.249, 0.191], [-6.552, -1.524, 0.155], [5.160, -7.253, 0.018], [6.123, -6.107, 0.228], [5.965, -5.405, 1.548], [6.449, -4.096, 1.251], [6.231, -3.891, -0.077], [6.340, -2.836, -0.623], [5.869, -5.046, -0.697], [5.389, -8.086, 0.686], [4.128, -6.938, 0.194], [5.204, -7.607, -1.012], [7.152, -6.448, 0.074], [6.554, -5.865, 2.342], [4.925, -5.322, 1.875], [-6.662, 5.793, 2.153], [-7.849, 5.572, 1.245], [-8.384, 6.828, 0.619], [-9.753, 6.491, 0.392], [-10.088, 5.561, 1.332], [-11.201, 5.199, 1.553], [-8.983, 5.107, 1.984], [-5.781, 6.092, 1.582], [-6.874, 6.564, 2.898], [-6.431, 4.882, 2.706], [-7.607, 4.816, 0.490], [-7.886, 7.076, -0.318], [-8.349, 7.696, 1.284], [5.078, -1.144, -5.261], [4.051, -0.092, -4.908], [4.522, 0.906, -3.889], [3.297, 1.318, -3.284], [2.432, 0.275, -3.407], [1.381, 0.203, -2.848], [2.927, -0.675, -4.247], [5.910, -0.708, -5.816], [5.471, -1.626, -4.362], [4.624, -1.931, -5.866], [3.688, 0.400, -5.818], [5.037, 1.756, -4.339], [5.160, 0.472, -3.115], [4.520, -7.216, -6.136], [4.874, -8.266, -5.108], [4.024, -9.502, -5.177], [4.082, -9.982, -3.833], [4.290, -8.895, -3.040], [4.204, -8.901, -1.849], [4.604, -7.800, -3.783], [4.779, -7.550, -7.142], [3.453, -6.984, -6.108], [5.049, -6.285, -5.926], [5.941, -8.506, -5.168], [4.417, -10.243, -5.871], [2.979, -9.298, -5.426], [-4.086, 9.048, -3.556], [-3.416, 8.435, -2.348], [-2.021, 7.943, -2.604], [-1.886, 6.911, -1.627], [-3.134, 6.438, -1.385], [-3.369, 5.444, -0.761], [-4.079, 7.234, -1.945], [-3.614, 9.994, -3.828], [-4.039, 8.374, -4.415], [-5.144, 9.226, -3.356], [-3.448, 9.134, -1.506], [-1.267, 8.716, -2.459], [-1.891, 7.498, -3.595], [1.784, -13.646, -9.330], [2.749, -12.503, -9.112], [2.587, -11.810, -7.788], [3.074, -10.498, -8.075], [2.862, -10.285, -9.407], [2.975, -9.231, -9.944], [2.500, -11.439, -10.033], [2.010, -14.482, -8.666], [0.753, -13.329, -9.155], [1.834, -13.994, -10.364], [3.778, -12.845, -9.264], [3.171, -12.276, -6.995], [1.545, -11.727, -7.463]],
  "energy_ha": -4655.49230,
  "smiles": "CC(=O)N(C(C)=O)[C@@](C#N)(C[C@H]1CO1)[C@](C#N)(CCCC(=O)O)CCC(=O)Nc1ccccc1.C[C@@H]1COC(=O)O1.C[C@@H]1COC(=O)O1.C[C@@H]1COC(=O)O1.C[C@@H]1COC(=O)O1.C[C@@H]1COC(=O)O1.C[C@@H]1COC(=O)O1.C[C@@H]1COC(=O)O1.C[C@@H]1COC(=O)O1",
  "e_homo_ev": -8.18
}